Entry from OMol25: 12 unconnected molecules or ions with the total composition C16H56N6O12 in a non-equilibrium geometry (ωB97M-V with the def2-TZVPD basis set).

The geometry in ORCA input format:
```
! wB97M-V def2-TZVPD RIJCOSX def2/J DEFGRID3
* xyz 0 1
N -0.79503 -4.22524 2.38301
C -0.28097 -3.16508 1.74160
N -0.81398 -3.02481 0.55359
O 0.61704 -2.32116 2.31324
H -0.66964 -4.50565 3.34619
H -1.71421 -4.57319 2.01286
H -0.46128 -2.22598 0.12960
H -1.64209 -3.62166 0.24665
N -1.42479 1.11859 -2.37518
C -2.54642 1.76085 -2.10943
N -3.46991 1.23407 -2.83120
O -2.74578 2.77079 -1.31040
H -0.52212 1.67383 -2.19227
H -1.49343 0.32559 -3.06496
H -4.46571 1.48588 -2.72066
H -3.38296 0.67170 -3.63893
N -0.93060 4.44438 0.52734
C -0.26182 3.42118 0.95773
N -1.02666 2.50634 1.54340
O 1.12574 3.25789 0.75290
H -0.27207 5.01442 -0.09111
H -1.81379 4.08572 0.13710
H -0.67330 1.59008 1.97591
H -2.03322 2.62828 1.55327
C 4.21004 -1.93612 2.39267
C 3.67246 -1.54946 1.01193
O 4.66147 -1.77175 0.06305
H 3.64093 -1.49201 3.20359
H 5.25709 -1.79287 2.57272
H 4.01559 -3.00998 2.63652
H 3.27477 -0.56216 1.12503
H 2.84195 -2.15261 0.79735
H 4.25977 -2.14997 -0.74664
C -5.18371 -2.96700 -2.20770
C -3.88916 -2.23109 -2.46201
O -3.33375 -1.89511 -1.19942
H -5.16700 -4.03674 -2.04907
H -5.75387 -2.78443 -3.15659
H -5.77554 -2.47166 -1.43308
H -4.08383 -1.34069 -3.04921
H -3.29447 -2.93495 -2.98069
H -2.65579 -1.24978 -1.32316
C 3.90180 1.20843 -1.09762
C 4.32054 1.86619 0.23242
O 4.97932 3.08154 0.04915
H 3.33711 1.96633 -1.72028
H 3.37776 0.27650 -0.98239
H 4.75907 1.10455 -1.68950
H 5.04586 1.17175 0.63357
H 3.47788 1.92233 0.88050
H 5.85432 2.85076 -0.07592
C 3.76996 1.72231 3.62797
C 2.43926 1.01157 3.73570
O 1.62412 1.82033 4.62143
H 3.60944 2.61987 3.06453
H 4.39579 1.17022 2.96569
H 4.29762 1.98603 4.56726
H 2.40084 0.04930 4.06263
H 2.03767 0.99659 2.70739
H 1.05761 2.30304 3.97228
C 0.64423 -0.08390 -0.23332
O -0.63850 -0.57944 -0.56915
H 0.63047 0.97272 0.09207
H 1.14794 -0.14471 -1.13684
H 1.03831 -0.50881 0.73532
H -1.07843 0.12964 -1.15469
C -1.73245 -0.30551 2.89936
O -0.46221 0.22146 2.75768
H -2.40400 0.37785 3.41767
H -1.69631 -1.16529 3.51182
H -2.08333 -0.81188 1.96042
H 0.06010 -0.54166 2.64187
C -0.60019 -1.98531 -3.33404
O -1.32849 -1.16163 -4.18756
H -1.28455 -2.37358 -2.59755
H 0.30462 -1.51017 -2.79115
H -0.19642 -2.79730 -3.89877
H -1.69635 -1.84324 -4.84071
C -4.13194 0.23911 0.39601
O -4.63052 -0.65663 1.35588
H -3.08626 0.38337 0.15302
H -4.56272 1.22702 0.62314
H -4.73663 0.02053 -0.52612
H -4.42739 -1.55420 1.03111
C 1.12476 2.02277 -3.44367
O 0.78770 2.73884 -2.22183
H 1.61912 1.04367 -3.27805
H 1.86928 2.57625 -3.97453
H 0.25420 1.88437 -4.12143
H 1.61007 3.05958 -1.85635
*
```

Summary:
orbital gap	8.35	eV
relative energy (zero: lowest compared OMol25 entry of this formula, charge and spin)	18.1	kJ/mol
structure (SMILES)	NC(N)=O.NC(N)=O.NC(N)=O.CCO.CCO.CCO.CCO.CO.CO.CO.CO.CO
strongest force on any atom	7.988	eV/Å
total energy	-1874.435025	hartree

Entry from OMol25: 13 unconnected molecules or ions with the total composition C16H57ClN21O16 in a non-equilibrium geometry (ωB97M-V with the def2-TZVPD basis set).

The geometry in ORCA input format:
```
! wB97M-V def2-TZVPD RIJCOSX def2/J DEFGRID3
* xyz 0 2
Cl 0.25479 -0.08000 -0.37230
O -0.70571 -0.49201 -1.33343
O -0.09512 -0.82489 0.78485
O 1.56898 -0.35774 -0.89636
O 0.17484 1.33224 -0.15544
C -2.69874 -3.36735 -1.88421
C -2.20887 -4.38492 -0.81917
O -1.22435 -5.26247 -1.25567
H -2.73493 -3.88182 -2.84448
H -1.92499 -2.60667 -1.98793
H -3.74540 -3.07609 -1.79608
H -3.03354 -5.04119 -0.54112
H -1.86390 -3.97108 0.12838
H -1.56272 -6.11034 -0.95866
C -4.21770 -0.88076 -4.45429
O -4.80652 -1.78985 -3.87723
N -3.15834 -0.37717 -3.91930
N -4.69246 -0.20277 -5.43327
H -2.77123 -0.65527 -3.02885
H -2.53473 0.26146 -4.39193
H -5.52580 -0.39504 -5.97055
H -3.86011 0.21544 -5.82365
C 0.04696 2.58319 4.35401
O 0.67591 3.61911 4.36963
N 0.12675 1.67849 3.41644
N -0.98139 2.37678 5.07899
H 0.68487 1.92369 2.61116
H -0.51837 0.90451 3.34668
H -1.43093 1.49714 4.86862
H -1.22993 2.95605 5.86815
C -1.50024 3.09877 -4.06951
O -1.52214 1.91850 -4.44764
N -1.48170 4.18085 -4.87470
N -1.69873 3.37117 -2.81624
H -1.22293 3.93151 -5.81861
H -1.57399 5.07922 -4.42247
H -1.62699 2.57288 -2.20168
H -1.68056 4.29020 -2.39772
C 4.48948 1.87328 -1.39504
O 4.99490 2.52050 -2.29643
N 4.10482 2.42247 -0.23828
N 4.46933 0.62671 -1.37253
H 3.77388 1.79867 0.48384
H 4.14754 3.42741 -0.14683
H 4.95507 0.08421 -2.07243
H 3.76742 0.30052 -0.72367
C 0.58609 -3.32089 -3.54442
O 0.90353 -2.60387 -4.42826
N 0.71053 -3.04781 -2.28726
N 0.17549 -4.48968 -3.71444
H 1.03605 -2.19495 -1.85511
H 0.32944 -3.78334 -1.70944
H -0.11205 -5.10008 -2.96289
H 0.25025 -4.92776 -4.62141
C -2.99874 3.41611 1.20842
O -3.47268 4.51261 1.18367
N -3.10755 2.56149 2.15511
N -2.47082 2.91451 0.11867
H -3.31917 2.93938 3.06754
H -2.98396 1.56563 2.04070
H -2.22716 1.97298 -0.15383
H -2.21188 3.66826 -0.50173
C -1.02381 -1.42947 4.41888
O -1.62518 -0.47784 3.92571
N -0.48921 -2.42699 3.69786
N -0.69249 -1.74058 5.67804
H -0.07935 -3.28556 4.03693
H -0.21167 -2.27705 2.73839
H -0.91537 -1.02242 6.35233
H -0.18235 -2.59474 5.85199
C 1.86509 1.65647 -4.86926
O 2.45253 2.73953 -4.57522
N 1.55288 0.74270 -4.00916
N 1.58510 1.28972 -6.03516
H 1.84268 0.85846 -3.04858
H 1.07129 -0.10692 -4.26669
H 1.58844 1.90999 -6.83225
H 1.20300 0.38278 -6.26222
C 1.48478 5.25848 0.63992
O 1.54453 4.96855 1.86503
N 0.94808 4.49742 -0.25807
N 2.21309 6.25912 0.13642
H 0.43512 3.68271 0.04726
H 0.67847 4.94205 -1.12393
H 2.78123 6.60745 0.89536
H 2.27073 6.41711 -0.85948
C -4.69415 -0.66974 0.75209
O -5.70154 -0.70993 1.36082
N -3.54554 -0.91404 1.30086
N -4.69894 -0.36873 -0.63148
H -3.52881 -1.22193 2.26264
H -2.69100 -0.99059 0.76795
H -3.80981 -0.16828 -1.06664
H -5.63172 -0.36296 -1.01877
C 5.49853 -2.72532 4.26368
C 4.21198 -3.14619 4.97814
C 3.04348 -2.51771 4.32907
O 3.13161 -1.12986 4.14208
C 2.64538 -0.70480 2.88516
N 4.18922 -4.63705 5.09933
H 5.66226 -3.21261 3.30252
H 6.39298 -2.92095 4.85511
H 5.47027 -1.63916 4.17677
H 4.29136 -2.76683 5.99690
H 2.12420 -2.75777 4.86330
H 2.99162 -3.03023 3.36848
H 3.28062 -1.11684 2.10108
H 2.70779 0.38232 2.83650
H 1.60172 -0.88556 2.62785
H 3.77576 -4.95302 4.23371
H 3.49511 -4.85320 5.80047
*
```

Summary:
orbital gap (alpha / beta)	7.95 / 2.54	eV
expectation value of S²	0.757
strongest force on any atom	8.867	eV/Å
total energy	-3457.539511	hartree

Entry from OMol25: a molecular structure, C16H58BaF3NO14 in a non-equilibrium geometry (ωB97M-V with the def2-TZVPD basis set).

The geometry in ORCA input format:
```
! wB97M-V def2-TZVPD RIJCOSX def2/J DEFGRID3
* xyz 1 2
N 4.18716 0.03206 1.30828
H 4.80009 0.12082 0.51045
H 4.24867 0.89982 1.82140
H 4.50910 -0.77798 1.81847
H 3.26023 -0.18118 0.96852
Ba 3.09441 -0.25797 -2.93383
C 0.71713 -0.98171 0.10469
O 0.26982 0.21262 -0.62178
O 2.02163 -1.22861 -0.43653
C 0.59897 -0.67925 1.65226
F 0.70687 -1.76838 2.42112
F 1.52666 0.20950 1.93332
F -0.52503 -0.14495 2.00148
C -1.09252 0.34473 -0.98379
C -1.49779 1.75877 -1.53677
H -0.92035 2.03386 -2.41938
H -2.53779 1.81511 -1.85821
H -1.38609 2.55210 -0.79768
H -1.68321 0.18520 -0.08172
H -1.42577 -0.33052 -1.77189
H -0.03050 -1.75826 -0.05691
C 0.61685 -0.75142 5.54866
O 1.08574 -0.09034 6.67057
H 0.16871 -1.68121 5.89904
H -0.24802 -0.28802 5.07396
H 1.48242 -0.99366 4.93205
H 0.57549 -0.27418 7.46268
C 4.53493 -3.88763 -0.40253
O 3.22281 -3.75937 -0.06431
H 5.02896 -3.04707 0.08481
H 5.02962 -4.74885 0.04656
H 4.63362 -3.83180 -1.48662
H 2.94883 -2.89526 -0.38031
C -2.33153 -2.74940 3.09972
O -3.20178 -3.81309 2.88335
H -2.63574 -2.02382 3.85410
H -1.30108 -3.07487 3.24237
H -2.26256 -2.06398 2.25501
H -3.51718 -3.73750 1.97980
C 0.45537 -3.01166 -3.55558
O 1.18212 -1.93567 -4.03412
H 1.00085 -3.95523 -3.57114
H 0.06452 -2.76875 -2.56749
H -0.45358 -3.15900 -4.13884
H 1.36735 -2.09443 -4.96261
C -5.19062 0.13773 -0.16331
O -5.12291 -1.08814 -0.92926
H -6.21542 0.27783 0.18056
H -4.52436 0.26221 0.69033
H -4.80343 0.94994 -0.77853
H -4.99473 -0.86490 -1.85410
C -1.47760 2.91145 2.64096
O -2.25458 3.85308 1.84494
H -0.45016 3.20274 2.85919
H -1.98131 2.82634 3.60384
H -1.38836 2.03516 1.99889
H -3.12448 3.79941 2.24742
C -1.03432 5.53216 -3.67339
O -0.34949 4.32580 -3.64089
H -1.50630 5.73073 -4.63563
H -1.85219 5.36938 -2.97147
H -0.48365 6.43725 -3.41714
H 0.43353 4.24290 -4.19007
C -0.18826 5.75677 -0.20405
O -0.41416 6.26144 1.07470
H -1.01850 5.06363 -0.33954
H -0.24257 6.52922 -0.97116
H 0.79022 5.27991 -0.14671
H -1.06334 5.70055 1.50546
C 2.71785 3.26742 -1.37357
O 2.15688 2.08385 -1.82488
H 3.79740 3.11825 -1.35313
H 2.54180 4.14901 -1.98993
H 2.21471 3.54706 -0.44796
H 1.20635 2.20878 -1.87481
C -0.01398 -4.47202 0.07221
O -0.93168 -5.55583 -0.30170
H -0.56574 -3.95681 0.85849
H 0.97192 -4.85835 0.33076
H 0.23856 -3.90820 -0.82580
H -1.66600 -5.21518 -0.81777
C -2.38178 1.58210 -5.38539
O -2.45929 0.19317 -5.35314
H -1.73374 1.98270 -4.60586
H -2.03482 1.96063 -6.34686
H -3.33512 2.08948 -5.23769
H -1.57594 -0.14440 -5.51848
C 2.23294 -4.34091 3.82196
O 2.49000 -3.01212 3.87825
H 1.72799 -4.77437 4.68524
H 1.54108 -4.54271 3.00421
H 3.14459 -4.89114 3.58908
H 1.88424 -2.46301 3.37514
*
```

Summary:
orbital gap (alpha / beta)	4.17 / 8.41	eV
expectation value of S²	0.750
strongest force on any atom	2.995	eV/Å
total energy	-2077.065081	hartree

Entry from OMol25: 13 unconnected molecules or ions with the total composition C16H59N21O13 in a non-equilibrium geometry (ωB97M-V with the def2-TZVPD basis set).

The geometry in ORCA input format:
```
! wB97M-V def2-TZVPD RIJCOSX def2/J DEFGRID3
* xyz 0 1
C 10.81229 9.83407 0.00817
O 10.50226 10.52704 -1.20616
H 11.05908 10.60155 0.73752
H 10.08971 9.10791 0.38402
H 11.72456 9.24954 -0.17911
H 10.15273 9.87938 -1.83332
C 9.05580 17.16608 -5.02636
O 8.30120 16.96921 -3.82932
H 9.73879 16.33381 -5.21023
H 8.36188 17.20765 -5.86598
H 9.55822 18.13768 -5.03533
H 8.94072 17.02470 -3.10410
C 6.53254 14.53022 -6.17320
O 7.39410 14.94899 -6.95638
N 6.39023 14.98446 -4.90979
N 5.63991 13.58123 -6.56492
H 5.54394 14.70892 -4.43688
H 7.08353 15.63696 -4.55942
H 5.07191 13.24977 -5.80248
H 5.66347 13.18941 -7.48298
C 8.15821 13.36761 -1.51269
O 7.86548 14.47316 -1.01266
N 8.48745 13.19987 -2.82265
N 8.23729 12.20128 -0.82182
H 8.67381 12.24352 -3.11242
H 8.39506 13.93172 -3.50355
H 8.12687 12.09127 0.17729
H 8.81328 11.45138 -1.20603
C 3.68888 13.83222 -2.83650
O 3.82034 13.38499 -3.98168
N 4.71420 14.25673 -2.04308
N 2.48358 13.81246 -2.17585
H 4.42619 14.40292 -1.09101
H 5.64135 14.00788 -2.34772
H 2.50300 14.03177 -1.19686
H 1.69391 13.40676 -2.63793
C 5.60859 9.66322 -2.93300
O 6.41904 8.85775 -2.46394
N 4.59093 9.25434 -3.76020
N 5.64446 11.01631 -2.76763
H 4.49560 8.25939 -3.84300
H 3.99399 9.89756 -4.24177
H 4.82298 11.54860 -3.00000
H 6.27479 11.40771 -2.08164
C 4.27083 11.21734 0.90588
O 5.38537 11.52740 0.47345
N 3.26712 12.10658 1.07763
N 3.98470 9.90448 1.15456
H 2.30512 11.83083 1.09094
H 3.53828 13.07960 1.03596
H 3.05652 9.59219 1.36212
H 4.74398 9.27634 0.96266
C 10.53983 12.18510 -7.18855
O 11.43255 11.36044 -6.97879
N 9.49098 12.34514 -6.33102
N 10.47280 12.98770 -8.29292
H 8.77843 13.03430 -6.47706
H 9.43316 11.80470 -5.48527
H 11.23816 12.96716 -8.93714
H 9.68453 13.60719 -8.38023
C 9.26671 9.56382 -4.36114
O 8.87601 10.67842 -3.97819
N 10.35785 9.44973 -5.19444
N 8.76377 8.36176 -3.98315
H 10.81820 10.27613 -5.56266
H 10.35482 8.63718 -5.78562
H 7.86789 8.17129 -3.53944
H 9.45178 7.63031 -3.94298
C 10.51504 16.95850 -1.28045
O 9.59222 17.63806 -0.84558
N 10.43643 15.64831 -1.64768
N 11.82235 17.42980 -1.30898
H 9.51733 15.22678 -1.60591
H 11.32028 15.14734 -1.60957
H 11.97751 18.34727 -0.93235
H 12.36905 17.16358 -2.11086
C 8.07938 12.40032 2.88546
O 8.95814 12.27978 3.72510
N 7.39471 13.57076 2.73647
N 7.66603 11.40658 2.04103
H 7.63463 14.38358 3.26957
H 6.71449 13.71291 2.01226
H 7.93374 10.52141 2.44401
H 6.80773 11.50510 1.48767
C 4.86538 15.83914 1.48851
O 3.98002 15.14539 0.96581
N 6.15071 15.82260 1.07240
N 4.56535 16.71191 2.49941
H 6.30687 15.20330 0.28456
H 6.83292 16.53408 1.26284
H 3.63518 16.66877 2.86751
H 5.32715 17.19246 2.93782
C 11.81868 13.22718 -4.36997
C 13.28348 13.24770 -3.94161
C 13.42746 13.00752 -2.44686
O 12.67094 13.94660 -1.70497
C 12.49383 13.51894 -0.36386
N 13.91861 12.13430 -4.69408
H 11.38949 12.22911 -4.31130
H 11.74223 13.64259 -5.37576
H 11.20632 13.92917 -3.79546
H 13.76216 14.17654 -4.25851
H 14.44698 12.87938 -2.05157
H 13.03608 11.98733 -2.27114
H 11.52915 13.88012 0.00354
H 13.27745 13.89462 0.29591
H 12.37452 12.43644 -0.26230
H 13.58633 11.29268 -4.22629
H 14.92769 12.13566 -4.57130
*
```

Summary:
orbital gap	9.28	eV
strongest force on any atom	1.615	eV/Å
total energy	-2773.476893	hartree

Number 1 is which compound?
C16H56N6O12

Which formula does entry 3 have?
C16H58BaF3NO14

Number 2 is which compound?
C16H57ClN21O16

Which formula does entry 1 have?
C16H56N6O12